28
Properties=species:S:1:pos:R:3:lowdin_charge:R:1 method="wB97M-V/def2-TZVPD" total_energy_ev=-33074.5401 charge=0 homo_energy_ha=-0.3527 gap_ev=9.4837 lumo_ha=-0.0042 e_above_lowest_kcal_mol=3.31
Ar -0.1476 0.2265 0.4067 0.279
O 0.5082 -0.4763 -2.8154 -0.050
H 0.1522 0.1646 -2.2000 -0.029
H -0.2068 -0.6417 -3.4300 0.059
O 3.4001 -1.6125 -0.6044 -0.048
H 3.8438 -0.7691 -0.5150 0.040
H 2.9230 -1.7211 0.2183 -0.009
O -2.6216 0.3860 3.0631 -0.039
H -3.2586 0.3125 2.3525 0.060
H -2.6918 1.2948 3.3553 0.058
O 1.4640 -2.9675 -2.4252 -0.079
H 1.0374 -2.1115 -2.4650 -0.043
H 2.0442 -2.9114 -1.6659 -0.012
O -3.4188 -0.0461 -1.4149 -0.067
H -3.7525 0.1575 -2.2887 0.027
H -2.5819 0.4157 -1.3641 -0.041
O -0.2502 -0.9030 3.5452 -0.070
H -0.1428 -0.5876 4.4426 0.051
H -1.0441 -0.4695 3.2319 -0.031
O 2.1672 -1.6251 2.2089 -0.070
H 2.0099 -2.5693 2.2052 0.046
H 1.3633 -1.2493 2.5677 -0.033
O 0.7612 3.4463 -0.4768 -0.047
H 1.4838 4.0669 -0.5709 0.053
H 0.4092 3.6184 0.3965 0.047
O -1.2983 1.8502 -1.7978 -0.098
H -0.6167 2.3754 -1.3787 -0.019
H -1.5358 2.3462 -2.5813 0.065

121
Properties=species:S:1:pos:R:3:lowdin_charge:R:1 method="wB97M-V/def2-TZVPD" total_energy_ev=-90262.6538 charge=-1 homo_energy_ha="-0.1201 / -0.1494" spin_multiplicity=6 gap_ev="5.5007 / 6.2533" s_squared=8.8256 lumo_ha="0.0820 / 0.0804" e_above_lowest_kcal_mol=70.33
Ru 0.1437 -1.8233 -0.5256 1.306
C 5.2057 -4.6314 -1.6553 -0.076
C 5.2400 -4.6459 -0.1454 -0.287
C 6.1442 -5.4789 0.5120 -0.071
C 6.1827 -5.5482 1.8985 -0.107
C 5.3113 -4.7697 2.6475 -0.094
C 4.4172 -3.9260 2.0007 -0.088
C 4.3638 -3.8535 0.6109 -0.318
P 3.2115 -2.6554 -0.2143 1.027
C 2.5492 -1.7215 1.0819 -0.401
C 1.4106 -2.0392 1.9940 -0.312
C 0.7498 -1.5664 4.3587 -0.153
C 0.5282 0.7406 3.7725 -0.146
C 2.0141 0.8145 3.4926 -0.139
C 2.7660 0.3573 2.2846 -0.354
C 4.1481 0.9350 2.1145 -0.020
C 1.8577 -3.8310 -0.6654 -0.341
C 1.4765 -4.9256 0.1261 -0.084
C 0.3967 -5.7186 -0.2097 -0.067
C -0.3334 -5.4569 -1.3672 -0.087
C 0.0345 -4.4063 -2.1793 -0.060
C 1.1155 -3.5701 -1.8459 -0.330
C 1.6252 -2.6105 -2.8930 -0.119
H 6.0573 -5.1748 -2.0661 0.067
H 5.2207 -3.6089 -2.0399 0.059
H 4.2932 -5.0995 -2.0382 0.076
H 6.8286 -6.0829 -0.0756 0.099
H 6.8954 -6.2006 2.3894 0.091
H 5.3352 -4.8057 3.7301 0.096
H 3.7745 -3.2683 2.5788 0.091
H 1.1192 -3.0845 2.0757 0.125
H 0.1484 -2.4605 4.4653 0.088
H 0.1800 1.6960 4.1601 0.119
H 2.5460 1.5294 4.1155 0.132
H 4.6410 1.0074 3.0843 0.080
H 4.0880 1.9296 1.6635 0.086
H 4.7483 0.2863 1.4721 0.082
H 2.0627 -5.1576 1.0083 0.104
H 0.1198 -6.5520 0.4247 0.104
H -1.1856 -6.0704 -1.6252 0.100
H -0.5090 -4.2101 -3.0974 0.122
H 1.4116 -2.9639 -3.8932 0.116
H 2.6871 -2.4325 -2.7698 0.088
C -0.5458 2.2919 -7.3215 -0.051
C -1.6326 2.6841 -6.3275 -0.322
C -1.8433 4.1849 -6.3325 -0.161
C -2.9285 4.5616 -5.3449 -0.141
C -2.5678 4.0712 -3.9668 -0.167
C -3.0170 4.7801 -2.8494 0.016
C -2.6677 4.3067 -1.6065 -0.264
F -3.1080 4.9725 -0.5132 0.053
C -1.8982 3.1877 -1.4192 0.086
C -1.4131 2.4517 -2.5147 -0.028
C -0.6178 1.2745 -2.3757 -0.132
O -0.1519 0.7494 -1.2334 0.093
C -0.3309 0.5350 -3.5894 -0.016
C -0.7019 1.0514 -4.7871 -0.010
N -1.3080 2.2404 -4.9563 0.024
C -1.7799 2.9443 -3.8118 -0.061
C 0.3480 -0.7791 -3.7881 -0.417
O 0.3868 -1.3480 -4.8537 0.079
O 0.9843 -1.2956 -2.7068 -0.069
H -0.7113 2.8371 -8.2519 0.079
H -0.5425 1.2293 -7.5613 0.075
H 0.4399 2.5597 -6.9337 0.098
H -2.5767 2.2087 -6.6245 0.154
H -2.0979 4.4971 -7.3466 0.117
H -0.9024 4.6728 -6.0555 0.135
H -3.8788 4.1206 -5.6653 0.123
H -3.0748 5.6424 -5.3187 0.114
H -3.6238 5.6699 -2.9569 0.117
H -1.7076 2.8650 -0.4203 0.101
H -0.4813 0.4825 -5.6744 0.120
C -1.9758 -1.8442 -1.0725 -0.179
C -2.6795 -2.9759 -0.4291 -0.324
C -2.7792 -3.0600 0.9693 -0.063
C -3.3995 -4.1358 1.5836 -0.101
C -3.9531 -5.1679 0.8288 -0.125
C -3.8748 -5.0942 -0.5547 -0.122
C -3.2466 -4.0167 -1.1702 -0.094
H -2.2029 -0.8895 -0.5908 0.053
H -2.1359 -1.7811 -2.1497 0.049
H -2.3344 -2.2702 1.5666 0.098
H -3.4499 -4.1734 2.6658 0.095
H -4.4443 -6.0042 1.3113 0.086
H -4.3095 -5.8803 -1.1629 0.092
H -3.1907 -3.9739 -2.2545 0.103
N 0.2183 -0.3131 4.7360 -0.020
N 1.7193 -1.5782 3.3585 -0.080
N 2.6959 -0.5168 3.4808 0.079
C 2.2820 -0.2545 0.9551 -0.235
N 0.7957 -0.2218 0.7449 -0.049
N 0.2195 -1.2733 1.4092 -0.022
H 0.3840 -0.0455 5.6954 0.097
H -0.0433 0.5125 2.8876 0.087
H 2.7603 0.2516 0.1207 0.144
C -3.2923 5.9834 3.3458 -0.047
C -2.5515 4.8912 4.1336 -0.561
C -1.8045 5.5383 5.3057 -0.067
C -3.5868 3.9205 4.7111 -0.069
C -1.5789 4.1807 3.1869 -0.185
C -0.3362 4.7396 2.8967 -0.044
C 0.5512 4.1601 1.9770 0.018
C 0.1642 2.9940 1.3632 -0.232
O 0.8315 2.2550 0.4428 0.168
B 0.0092 1.0686 0.2005 -0.886
O -1.2347 1.2681 0.9534 0.127
C -1.0667 2.4179 1.6579 -0.263
C -1.9486 2.9892 2.5402 0.056
H -4.0247 6.4922 3.9818 0.080
H -3.8146 5.5519 2.4889 0.083
H -2.5883 6.7272 2.9651 0.083
H -2.5225 5.9257 6.0340 0.078
H -1.1837 6.3757 4.9832 0.069
H -1.1605 4.8131 5.8085 0.090
H -4.1883 4.4329 5.4661 0.078
H -3.1061 3.0582 5.1797 0.091
H -4.2705 3.5511 3.9446 0.077
H -0.0372 5.6633 3.3766 0.097
H 1.5104 4.6130 1.7569 0.115
H -2.8965 2.5003 2.7226 0.123

12
Properties=species:S:1:pos:R:3:lowdin_charge:R:1 method="wB97M-V/def2-TZVPD" total_energy_ev=-9348.9843 charge=0 homo_energy_ha=-0.3849 smiles="O=C[C@H]1CO1.O" gap_ev=10.9412 lumo_ha=0.0172 e_above_lowest_kcal_mol=53.79
O 1.1916 -0.1002 -1.2022 -0.022
C 1.7659 -0.7330 -0.0823 -0.108
C 0.4327 -0.1233 0.0081 -0.247
O -1.5281 2.1715 0.6379 -0.069
C -0.7606 -1.0115 -0.1071 -0.176
O -1.8568 -0.7305 0.3251 0.056
H -1.4726 2.3916 -0.2999 0.046
H 2.6018 -0.2095 0.3791 0.120
H 1.8633 -1.8166 -0.1578 0.118
H 0.2738 0.8334 0.5039 0.132
H -1.9302 1.2874 0.6503 0.009
H -0.5808 -1.9595 -0.6549 0.141

47
Properties=species:S:1:pos:R:3:lowdin_charge:R:1 method="wB97M-V/def2-TZVPD" total_energy_ev=-47253.5626 charge=+1 homo_energy_ha=-0.4389 gap_ev=8.6776 lumo_ha=-0.1201
C -4.6682 -3.1289 0.4249 -0.021
C -3.3184 -2.6551 -0.0369 -0.309
C -2.9018 -3.1764 -1.4037 -0.172
N -1.6507 -2.6472 -1.8726 -0.034
C -0.5547 -2.6957 -0.9280 -0.192
C -0.9496 -2.4305 0.5413 -0.440
P 0.3338 -3.0404 1.7331 0.411
S -0.3204 -2.9425 3.5639 0.196
N -2.2196 -3.0937 0.9161 0.055
H -4.7926 -4.2012 0.3236 0.096
H -4.8436 -2.8206 1.4506 0.094
H -5.4172 -2.6265 -0.1754 0.101
H -3.2735 -1.5712 -0.0257 0.162
H -3.6968 -2.9217 -2.0957 0.141
H -2.8781 -4.2689 -1.3456 0.138
H -1.7508 -1.7413 -2.3072 0.128
H -0.0325 -3.6503 -0.9859 0.113
H 0.1437 -1.9105 -1.1901 0.133
H -1.0284 -1.3665 0.7267 0.112
H 1.4817 -2.2613 1.5347 -0.021
H 0.6804 -4.3355 1.3035 0.003
H -2.4437 -2.8493 1.8910 0.121
H -2.1399 -4.1138 0.8796 0.181
C 2.5103 0.0411 2.3593 -0.076
C 3.7179 0.7239 2.4591 -0.036
C 3.9235 1.8697 1.7062 0.017
C 2.9331 2.3187 0.8379 -0.070
C 1.7342 1.6170 0.7291 -0.083
C 1.5208 0.4939 1.5090 -0.032
C 0.6718 2.0324 -0.2260 -0.273
O -0.3528 1.3776 -0.3313 0.069
C 0.9180 3.2327 -1.0619 -0.088
C -0.0408 3.6254 -1.9882 -0.003
C 0.1717 4.7493 -2.7671 -0.048
C 1.3404 5.4888 -2.6220 -0.041
C 2.3024 5.1006 -1.7048 0.009
C 2.0993 3.9704 -0.9252 -0.078
C 3.1610 3.5553 0.0349 -0.273
O 4.1799 4.1956 0.1630 0.127
H 2.3396 -0.8432 2.9630 0.088
H 4.4933 0.3650 3.1219 0.115
H 4.8534 2.4159 1.7801 0.127
H 0.5738 -0.0247 1.4411 0.082
H -0.9505 3.0513 -2.0925 0.117
H -0.5747 5.0532 -3.4884 0.111
H 1.5013 6.3697 -3.2285 0.114
H 3.2143 5.6695 -1.5909 0.126

27
Properties=species:S:1:pos:R:3:lowdin_charge:R:1 method="wB97M-V/def2-TZVPD" total_energy_ev=-13577.6075 charge=0 homo_energy_ha="-0.3084 / -0.3084" gap_ev="9.1653 / 9.1644" lumo_ha="0.0284 / 0.0284" e_above_lowest_kcal_mol=136.84
C 0.8455 -1.1941 0.9777 0.047
C 0.2951 -1.1354 -0.4417 -0.508
C 0.1890 1.0612 0.9707 -0.364
C 1.0366 -2.1418 -1.3203 -0.034
C -1.2911 -1.5165 -0.4527 -0.011
C -1.1104 1.5149 1.3413 -0.054
C 1.2573 2.0510 1.0050 -0.035
C -0.5132 0.6361 -1.9133 -0.188
N 0.4195 0.2539 -0.9336 -0.013
N 0.5086 -0.1499 1.6566 -0.263
O 0.6249 0.0590 2.9005 -0.052
H 1.1433 -2.0943 1.5956 0.169
H 0.5693 -2.2752 -2.2728 0.072
H 1.1122 -3.0015 -0.7708 0.046
H 2.0354 -1.7163 -1.5201 0.098
H -1.6031 -2.4994 -0.2982 0.051
H -1.7004 -1.0212 -1.4249 0.077
H -1.8333 -0.9738 0.3088 0.046
H -1.9252 0.7071 1.4638 0.113
H -1.3981 2.3026 0.5280 0.128
H -1.0758 2.1589 2.2576 0.112
H 1.9558 1.9128 1.8624 0.106
H 0.8459 3.0609 1.0628 0.087
H 1.9112 1.8725 0.0978 0.106
H -0.7596 -0.2774 -2.5969 0.108
H -1.4714 0.9202 -1.5477 0.053
H -0.0680 1.4857 -2.5354 0.105

21
Properties=species:S:1:pos:R:3:lowdin_charge:R:1 method="wB97M-V/def2-TZVPD" total_energy_ev=-21239.1524 charge=0 homo_energy_ha=-0.3094 gap_ev=9.2735 lumo_ha=0.0314 e_above_lowest_kcal_mol=49.35
C 0.8825 0.5705 -0.0175 -0.168
C -0.3950 1.2099 -0.5072 -0.262
C -0.1531 -1.7052 0.1527 -0.378
C 2.1935 -1.6138 -0.1436 -0.068
C -2.6718 1.3480 -0.0163 -0.153
N 0.8828 -0.9012 -0.2813 -0.316
N -1.5014 0.5273 0.1022 -0.411
O -2.7218 -1.5464 0.4748 -0.502
S -1.7562 -1.0623 -0.4950 0.933
H 1.8375 0.8762 -0.3764 0.102
H 0.7988 0.8968 1.0030 0.110
H -0.3531 2.1961 -0.1585 0.111
H -0.3345 1.0656 -1.5478 0.105
H 0.0663 -2.7919 -0.1675 0.121
H -0.1413 -1.7417 1.3464 0.147
H 2.0884 -2.5097 -0.8029 0.082
H 3.1007 -0.8520 -0.2865 0.125
H 2.0868 -1.9854 0.9329 0.089
H -3.6013 0.6163 -0.1159 0.103
H -2.6585 1.9329 1.0011 0.126
H -2.6419 1.9730 -0.9930 0.103

Which value of charge does entry 4 give?
+1

The lowest charge belongs to which entry?
C53H53BFN6O5PRu

Which of these has the lowest charge?
C53H53BFN6O5PRu

Among the records above, which one has the lowest charge?
C53H53BFN6O5PRu